No. 1
{
  "formula": "C29H46FO8P",
  "method": "ωB97M-V with the def2-TZVPD basis set",
  "e_homo_ha": -0.3129,
  "total_energy_ev": -59203.400,
  "lumo_ev": 0.38,
  "homo_lumo_gap_ev": 8.894,
  "elements": ["C", "C", "C", "C", "C", "C", "P", "O", "O", "O", "C", "O", "O", "C", "C", "C", "C", "O", "C", "C", "O", "C", "C", "C", "C", "C", "C", "C", "C", "C", "C", "C", "C", "C", "C", "C", "C", "O", "F", "H", "H", "H", "H", "H", "H", "H", "H", "H", "H", "H", "H", "H", "H", "H", "H", "H", "H", "H", "H", "H", "H", "H", "H", "H", "H", "H", "H", "H", "H", "H", "H", "H", "H", "H", "H", "H", "H", "H", "H", "H", "H", "H", "H", "H", "H"],
  "coordinates": [[1.6360, -0.9322, -0.4554], [1.7341, -1.7762, -1.7813], [1.2824, -1.0010, -3.0832], [-0.1431, -0.3115, -2.9969], [-0.1410, 1.1870, -2.4927], [0.3829, 2.2648, -3.5300], [0.2920, 1.7731, -5.3364], [-1.0900, 1.3146, -5.7029], [0.6057, 3.0695, -6.3590], [1.4564, 0.6389, -5.7298], [1.9207, 2.5172, -3.1454], [2.6386, 1.9518, -2.3862], [2.2697, 3.6557, -3.8933], [1.1419, 4.5734, -3.7191], [-0.1165, 3.7493, -3.1528], [-0.5062, 4.0441, -1.6423], [0.6891, 4.2769, -0.6501], [1.2124, 3.0701, -0.0653], [1.6424, 3.3932, 1.2765], [2.6510, 2.3325, 1.8693], [2.3121, 1.9659, 3.2427], [1.7521, 0.6674, 3.1967], [2.3981, -0.4795, 3.8627], [1.8068, -1.8458, 3.8184], [0.5329, -1.9967, 3.1108], [-0.2737, -3.3792, 2.9903], [0.7745, -4.5327, 3.2493], [-0.7261, -3.4851, 1.4787], [-1.4464, -3.2836, 4.0584], [-2.7774, -4.0600, 3.7205], [-3.5816, -4.1600, 5.1136], [-2.5733, -5.5694, 3.2512], [-3.7646, -3.2391, 2.7505], [-0.1369, -0.8247, 2.4693], [0.4583, 0.5158, 2.4756], [-1.4387, 4.2527, -3.9345], [-1.4298, 5.7819, -4.2437], [-1.7396, 6.1449, -5.3362], [-1.0720, 6.7722, -3.3346], [0.5710, -0.5690, -0.3080], [2.2721, -0.0068, -0.4999], [1.8614, -1.5345, 0.4757], [1.1006, -2.7010, -1.6905], [2.8302, -2.0283, -1.9183], [1.2041, -1.7848, -3.9016], [2.1010, -0.3073, -3.4312], [-0.7319, -0.9024, -2.2260], [-0.6650, -0.4815, -3.9733], [-1.2262, 1.4483, -2.2855], [0.3756, 1.2098, -1.5004], [1.5788, 3.1211, -6.4826], [1.0414, -0.0937, -6.2227], [1.0416, 4.9717, -4.7745], [1.4359, 5.4595, -3.0965], [-1.2268, 3.2889, -1.2064], [-1.0903, 5.0139, -1.6603], [1.5506, 4.8671, -1.0663], [0.2758, 4.8973, 0.2084], [0.7054, 3.3609, 1.9165], [2.1451, 4.3975, 1.3154], [2.7673, 1.4093, 1.2377], [3.6699, 2.8086, 1.9248], [3.3566, -0.2507, 4.3851], [2.3113, -2.7143, 4.3028], [1.6462, -4.3469, 2.5483], [0.3976, -5.5597, 3.0042], [1.2221, -4.5059, 4.2854], [-1.5792, -2.8236, 1.1871], [-1.0006, -4.5427, 1.2077], [0.1733, -3.2327, 0.8398], [-1.6158, -2.1964, 4.3081], [-1.0434, -3.7444, 5.0160], [-3.1889, -5.0060, 5.7422], [-4.6872, -4.2652, 4.9645], [-3.4219, -3.1798, 5.6628], [-2.6720, -5.5629, 2.1228], [-1.6079, -6.0173, 3.5924], [-3.4823, -6.1340, 3.6123], [-3.3042, -2.2060, 2.6692], [-4.7750, -3.0785, 3.2138], [-3.7989, -3.6539, 1.7102], [-1.1111, -0.9280, 1.9201], [-0.0734, 1.3431, 1.9543], [-2.2899, 4.0815, -3.2048], [-1.6762, 3.6438, -4.8421]],
  "forces_ev_per_a": [[-0.8, 0.1, 0.0], [0.4, 0.8, 0.1], [0.0, -0.6, -0.3], [0.5, -0.6, 0.7], [-1.7, -0.9, -0.9], [1.8, -0.1, 2.7], [-2.1, -0.5, -2.6], [1.8, 0.5, 0.9], [1.1, -1.8, 1.9], [-1.1, 1.7, 0.9], [-0.5, 0.4, -1.0], [-0.4, 0.3, -0.8], [-0.5, -0.3, 1.9], [0.2, 0.8, -1.1], [-0.6, 0.8, -1.7], [1.0, 0.3, 0.3], [-0.7, 0.4, 0.8], [0.2, 0.8, 0.4], [-0.2, -0.9, 0.7], [0.8, 0.6, -0.3], [-0.1, -1.7, -1.3], [-1.7, -1.7, 0.2], [-1.7, 0.4, -1.2], [-1.5, 2.7, -1.4], [-0.1, 1.3, -0.1], [1.1, 1.0, -0.1], [0.5, 0.3, -0.4], [0.4, -0.5, -0.3], [0.5, -0.9, 0.1], [-1.5, -0.2, 1.2], [0.7, 0.8, 0.0], [-1.1, 1.1, -0.9], [1.4, 0.8, 0.3], [2.2, 1.0, 0.9], [1.1, -3.0, 1.6], [0.2, -0.3, 1.8], [-0.4, -0.3, -2.2], [0.2, 0.1, 1.0], [-0.2, -1.7, -0.1], [1.1, -0.4, -0.1], [-0.4, -1.0, 0.0], [0.0, 0.6, -1.1], [0.8, 0.7, 0.0], [-1.3, -0.2, 0.1], [0.2, 0.8, 0.9], [-1.0, -0.6, 0.6], [0.5, 0.6, -0.9], [0.3, 0.6, 0.9], [1.1, -0.3, -0.3], [-0.1, 0.5, -1.1], [-0.6, 0.2, 0.0], [0.0, 0.4, 0.3], [-0.7, -0.4, 1.3], [-0.2, -1.0, -0.2], [1.0, 0.6, -0.6], [0.8, -1.0, 0.0], [-0.8, -0.5, 0.1], [0.3, -0.5, -1.0], [1.2, 0.5, -0.4], [-0.7, -0.8, -0.1], [-0.4, 1.0, 0.5], [-1.0, -0.4, 0.0], [-0.9, -0.4, -0.5], [-0.5, 1.1, -0.5], [-0.9, -0.3, 0.7], [0.2, 1.0, 0.4], [-0.8, -0.2, -1.0], [0.8, -0.6, 0.4], [0.2, 1.0, 0.4], [-1.0, -0.1, 0.6], [-0.2, -1.2, -0.4], [-0.4, 0.5, -1.0], [-0.4, 0.9, -0.5], [1.0, -0.2, 0.0], [-0.3, -1.1, -0.4], [0.5, -0.4, 1.2], [-1.0, 0.3, -0.2], [1.2, 0.3, -0.2], [-0.7, -1.0, -0.1], [0.9, -0.5, -0.7], [-0.2, 0.3, 1.0], [1.2, -0.1, 0.8], [0.7, -0.7, 0.6], [0.8, 0.1, -0.9], [0.4, 1.1, 0.5]]
}



No. 2
{
  "formula": "C29H46HfP2Se",
  "method": "ωB97M-V with the def2-TZVPD basis set",
  "e_homo_ha": [-0.4504, -0.4505],
  "total_energy_ev": -116030.635,
  "charge": 2,
  "lumo_ev": [-6.29, -6.29],
  "de_lowest_ev": 0.2931,
  "homo_lumo_gap_ev": [5.964, 5.965],
  "elements": ["Hf", "C", "C", "C", "C", "C", "C", "H", "H", "H", "C", "H", "H", "H", "C", "H", "H", "H", "C", "H", "H", "H", "C", "H", "H", "H", "C", "C", "C", "C", "C", "C", "C", "C", "H", "H", "H", "H", "H", "H", "H", "H", "H", "H", "H", "H", "P", "C", "C", "P", "C", "C", "C", "H", "H", "H", "H", "H", "H", "H", "H", "H", "H", "H", "H", "H", "H", "Se", "C", "C", "C", "C", "C", "C", "H", "H", "H", "H", "H"],
  "coordinates": [[0.4477, 0.0201, -0.5616], [-0.7827, -1.8379, 1.6513], [0.4611, -1.9137, 0.8485], [0.8654, -0.9075, 2.9416], [-0.5199, -1.1938, 2.8592], [1.5010, -1.3074, 1.7576], [-1.9850, -2.6924, 1.5392], [-2.0174, -3.3143, 0.6447], [-2.8926, -2.0708, 1.5414], [-2.0666, -3.3907, 2.3909], [-1.5187, -0.9661, 3.9319], [-2.3791, -1.6378, 3.8077], [-1.9053, 0.0631, 3.9122], [-1.0842, -1.1489, 4.9247], [1.5761, -0.3797, 4.1273], [0.9671, -0.5051, 5.0338], [1.8382, 0.6845, 4.0239], [2.5192, -0.9210, 4.2819], [2.9586, -1.5741, 1.7181], [3.2256, -2.3080, 2.5036], [3.5344, -0.6541, 1.9034], [3.2984, -1.9700, 0.7556], [0.8470, -3.2133, 0.1770], [1.2084, -3.8967, 0.9721], [1.6485, -3.1125, -0.5653], [0.0011, -3.6891, -0.3279], [-1.3392, 1.1310, -2.7630], [-1.9260, -0.0940, -3.5283], [-1.0718, -1.0694, -4.3500], [0.4212, -1.1700, -4.0682], [0.7981, -0.9263, -2.5748], [1.7758, 0.3438, -2.5309], [1.2646, 1.7119, -3.1716], [-0.1776, 1.8275, -3.5594], [-1.2385, -0.7962, -5.3946], [0.9902, -0.4981, -4.7045], [-1.4727, -2.0873, -4.2568], [-0.3097, 1.5928, -4.6231], [-2.0846, 1.9453, -2.8157], [-2.7504, 0.2460, -4.1914], [-0.4291, 2.9050, -3.5407], [1.5450, 2.5433, -2.5055], [2.5839, 0.0201, -3.2420], [1.9150, 1.8857, -4.0541], [0.8241, -2.1453, -4.3886], [1.3247, -1.8291, -2.2639], [-2.7519, -0.7213, -2.0787], [-4.1710, 0.1279, -1.4831], [-2.3815, -2.4449, -1.8324], [3.0106, 0.6076, -1.0942], [-1.4720, 0.5199, -1.3412], [4.3948, -0.5589, -1.4140], [3.7959, 2.2739, -1.0856], [-3.8645, 0.8478, -0.6941], [-4.8784, -0.5679, -1.0275], [-4.6426, 0.6670, -2.3121], [-1.8714, -2.9289, -2.6795], [-3.3456, -2.9863, -1.7215], [-1.7711, -2.6189, -0.9441], [3.5033, 2.8965, -1.9415], [4.9087, 2.2290, -1.0515], [3.4196, 2.7669, -0.1660], [-1.8185, 1.1028, -0.4781], [-0.2131, -0.9271, -2.1173], [5.0284, -0.6106, -0.5055], [5.0374, -0.2871, -2.2719], [4.0104, -1.5817, -1.5953], [0.4601, 2.0006, 1.1823], [-0.6603, 2.7232, 2.7321], [-1.3446, 3.9434, 2.5747], [-1.8646, 4.6254, 3.7006], [-1.8012, 4.0651, 4.9733], [-1.1912, 2.8116, 5.1189], [-0.6388, 2.1695, 4.0117], [-1.4449, 4.3880, 1.5870], [-2.3189, 5.6118, 3.5736], [-2.2146, 4.5885, 5.8421], [-1.1407, 2.3558, 6.1033], [-0.1567, 1.2117, 4.1703]],
  "forces_ev_per_a": [[1.6, 0.4, 7.2], [0.9, 0.2, 0.5], [0.4, 1.0, 0.3], [0.5, -0.1, -1.2], [0.0, -0.1, -0.9], [-1.5, -0.5, 0.2], [-1.1, -0.1, -0.4], [0.1, 0.0, 0.2], [0.0, -0.3, 0.0], [0.1, 0.3, -0.3], [-0.5, -0.1, 0.3], [0.2, 0.2, 0.2], [0.0, -0.4, 0.1], [-0.2, 0.1, -0.2], [0.3, -0.1, 0.5], [0.3, 0.1, -0.2], [-0.1, -0.2, 0.0], [-0.2, 0.1, 0.0], [0.8, 0.3, -0.2], [0.0, 0.3, -0.4], [0.0, -0.3, 0.0], [-0.1, -0.1, 0.1], [0.1, -0.4, 0.4], [-0.1, 0.1, -0.6], [0.0, 0.0, 0.2], [0.1, 0.0, 0.0], [-1.1, 0.9, -1.2], [-1.5, 0.9, -1.8], [-0.2, -0.4, -0.5], [0.6, -0.1, -0.2], [1.0, -0.8, -2.9], [1.5, 0.7, -2.3], [1.4, -0.3, 0.4], [-0.9, 0.8, 0.1], [0.3, -0.2, 0.0], [-0.1, 0.4, 0.1], [-0.2, 0.4, -0.2], [-0.1, -0.4, 0.3], [-0.1, -0.6, -0.1], [0.7, -0.1, 0.0], [0.3, -0.4, 0.1], [-0.3, -0.4, 0.1], [-1.1, -0.2, 0.5], [-0.5, -0.1, 0.4], [-0.5, 0.2, 0.3], [0.2, 0.1, 0.5], [3.9, 1.9, 2.3], [-1.7, 0.1, 0.4], [-1.3, -1.4, 0.1], [0.5, -0.3, 1.1], [-1.0, -1.4, -0.5], [0.1, -0.6, -0.2], [-0.2, 0.5, 0.1], [-0.2, -0.6, -0.7], [-0.2, 0.1, -0.2], [-0.2, -0.1, 0.2], [-0.3, 0.5, 0.2], [0.6, 0.1, 0.1], [-0.3, 0.3, -0.1], [0.2, -0.2, 0.2], [-0.8, -0.3, 0.0], [0.3, -0.2, -0.5], [-0.2, 0.1, -0.6], [0.2, -0.1, -0.4], [-0.4, 0.1, -0.4], [-0.4, 0.1, 0.3], [0.1, 0.5, 0.1], [-0.4, 0.5, 0.4], [-0.6, 0.6, -0.3], [0.3, 0.0, 0.2], [0.0, -0.3, -0.5], [0.3, -0.3, -0.1], [-0.3, 0.6, -0.3], [0.7, -0.6, -0.1], [0.1, 0.0, 0.2], [0.1, -0.4, -0.1], [0.2, -0.2, -0.4], [0.1, -0.1, -0.2], [-0.1, 0.4, 0.0]]
}



No. 3
{
  "formula": "C29H46MnP2Se",
  "method": "ωB97M-V with the def2-TZVPD basis set",
  "e_homo_ha": [-0.4956, -0.4957],
  "total_energy_ev": -146048.125,
  "charge": 2,
  "lumo_ev": [-6.88, -7.23],
  "spin_multiplicity": 4,
  "homo_lumo_gap_ev": [6.602, 6.255],
  "elements": ["Mn", "C", "C", "C", "C", "C", "C", "H", "H", "H", "C", "H", "H", "H", "C", "H", "H", "H", "C", "H", "H", "H", "C", "H", "H", "H", "C", "C", "C", "C", "C", "C", "C", "C", "H", "H", "H", "H", "H", "H", "H", "H", "H", "H", "H", "H", "P", "C", "C", "P", "C", "C", "C", "H", "H", "H", "H", "H", "H", "H", "H", "H", "H", "H", "H", "H", "H", "Se", "C", "C", "C", "C", "C", "C", "H", "H", "H", "H", "H"],
  "coordinates": [[0.1465, -0.4938, 1.5094], [-0.7534, -2.2291, 2.2777], [0.5715, -2.5486, 1.7957], [0.7928, -0.9799, 3.5118], [-0.6158, -1.2826, 3.3604], [1.5202, -1.7451, 2.5287], [-1.9858, -2.9741, 1.9250], [-1.9184, -3.4231, 0.9281], [-2.8726, -2.3326, 1.9500], [-2.1466, -3.7913, 2.6469], [-1.7218, -0.9122, 4.2608], [-2.6757, -1.3241, 3.9102], [-1.8462, 0.1711, 4.3218], [-1.5478, -1.2912, 5.2790], [1.4544, -0.2405, 4.6003], [1.4153, -0.8105, 5.5429], [0.9912, 0.7322, 4.7708], [2.5113, -0.0575, 4.3730], [2.9926, -1.9154, 2.4836], [3.3098, -2.6206, 3.2695], [3.5203, -0.9723, 2.6587], [3.3289, -2.3221, 1.5240], [0.9186, -3.7145, 0.9493], [1.0930, -4.5977, 1.5921], [1.8399, -3.5469, 0.3727], [0.1075, -3.9728, 0.2530], [-1.5590, 0.7545, -4.9242], [-1.6079, -0.5869, -4.9622], [-0.8380, -1.4772, -5.8888], [0.5900, -1.0055, -6.3082], [1.4636, -0.5396, -5.1825], [1.5136, 0.7012, -4.6747], [0.7407, 1.8925, -5.1576], [-0.6735, 1.6260, -5.7611], [-1.4053, -1.6605, -6.8215], [0.5064, -0.2568, -7.1094], [-0.7452, -2.4671, -5.4052], [-0.5677, 1.2547, -6.7905], [-2.2555, 1.3067, -4.2801], [-2.3379, -1.1131, -4.3398], [-1.1631, 2.6120, -5.8322], [0.6266, 2.5884, -4.3060], [2.2437, 0.9295, -3.8908], [1.3187, 2.4539, -5.9167], [1.0812, -1.8874, -6.7539], [2.1553, -1.3072, -4.8076], [-1.1075, -0.2907, -0.3422], [-2.6497, 0.6346, -0.4266], [-1.2905, -1.7010, -1.4875], [1.6240, 0.2582, -0.0111], [0.2366, 0.6915, -1.1655], [2.5791, -0.9385, -1.0112], [2.6854, 1.6997, 0.2050], [-2.6659, 1.4295, 0.3351], [-3.4797, -0.0619, -0.2288], [-2.7613, 1.0693, -1.4297], [-1.3453, -1.3151, -2.5202], [-2.2187, -2.2454, -1.2474], [-0.4436, -2.4034, -1.4078], [2.8652, 2.1632, -0.7761], [3.6421, 1.3617, 0.6358], [2.2208, 2.4269, 0.8895], [0.0246, 1.7667, -1.1866], [0.4360, 0.3281, -2.1821], [3.5782, -1.0714, -0.5617], [2.6772, -0.5215, -2.0282], [2.0786, -1.9209, -1.0663], [-0.3313, 1.5616, 2.0739], [-0.8346, 2.7580, 3.5606], [-1.1131, 4.0802, 3.1696], [-1.4833, 5.0228, 4.1268], [-1.5871, 4.6505, 5.4766], [-1.2876, 3.3403, 5.8742], [-0.9072, 2.3930, 4.9095], [-1.0374, 4.3656, 2.1228], [-1.7009, 6.0501, 3.8317], [-1.8962, 5.3737, 6.2298], [-1.3468, 3.0337, 6.9184], [-0.6764, 1.3877, 5.2372]],
  "forces_ev_per_a": [[0.0, 0.0, 1.2], [1.1, -0.5, 1.0], [-0.2, 0.2, 1.0], [-0.1, -1.3, -0.7], [0.7, -1.1, -0.6], [-1.0, -0.8, 0.7], [-0.5, -0.1, -0.2], [0.0, 0.1, 0.2], [0.1, -0.1, 0.0], [0.1, 0.2, -0.2], [-0.7, 0.5, 0.3], [0.3, 0.1, 0.1], [-0.1, -0.3, 0.1], [0.1, 0.0, -0.3], [0.3, 0.7, 0.5], [-0.1, 0.1, -0.3], [0.2, -0.2, 0.1], [-0.3, -0.1, 0.1], [0.6, 0.1, -0.1], [-0.1, 0.2, -0.2], [0.0, -0.2, 0.0], [-0.1, 0.1, 0.2], [0.1, -0.3, -0.7], [-0.1, 0.4, -0.2], [-0.3, -0.1, 0.2], [0.3, 0.0, 0.2], [-0.2, -0.6, 0.2], [-0.3, 0.7, -0.1], [0.6, -0.5, -0.1], [-0.3, -0.5, -0.5], [0.3, 0.3, 0.4], [0.2, -0.5, -0.4], [-0.5, 0.4, 0.0], [0.3, 0.7, -0.2], [0.1, 0.1, 0.4], [0.2, -0.3, 0.4], [0.0, 0.3, -0.2], [-0.2, 0.1, 0.5], [0.2, -0.4, 0.0], [0.0, 0.3, -0.2], [0.2, -0.3, -0.1], [0.0, -0.2, -0.3], [-0.1, -0.2, -0.2], [-0.1, -0.3, 0.3], [-0.2, 0.4, 0.0], [-0.3, 0.4, 0.1], [-0.3, 0.0, -1.9], [-0.5, 0.1, 0.2], [-0.2, -0.3, 0.1], [0.6, 0.2, -1.7], [0.0, 0.0, 0.3], [0.2, 0.0, 0.1], [0.3, 0.2, 0.3], [0.0, -0.3, -0.4], [0.2, 0.3, -0.1], [0.0, -0.2, 0.2], [0.0, -0.1, 0.4], [0.3, 0.1, -0.1], [-0.3, 0.4, 0.0], [0.0, -0.1, 0.3], [-0.3, 0.2, -0.2], [0.2, -0.3, -0.3], [0.0, -0.2, 0.1], [-0.1, 0.1, 0.1], [-0.4, 0.0, -0.3], [0.1, -0.2, 0.4], [0.2, 0.5, 0.0], [-0.5, 2.6, 0.5], [-0.1, 0.1, 0.5], [0.1, -0.4, -0.1], [0.0, -0.3, 0.5], [0.1, -0.3, -0.1], [0.0, 0.1, -0.7], [-0.1, 0.3, 0.0], [0.0, 0.0, 0.2], [0.1, -0.3, 0.0], [0.1, -0.1, -0.3], [0.0, 0.2, -0.3], [-0.1, 0.3, 0.0]]
}